The following is a quantum chemistry calculation of C6H7NS in the gas phase at a distorted geometry, from the Open Molecules 2025 dataset.

Last column: natural (NBO) charge in e.
CARTESIAN COORDINATES (ANGSTROEM)
1 C 0.66 -0.42 0.11  0.19
2 H -1.02 -3.19 -0.48  0.20
3 H 0.15 2.10 -0.40  0.21
4 C -0.60 -2.09 0.00  0.10
5 S -3.10 -0.42 0.12  0.14
6 H 1.70 1.23 -0.45  0.23
7 H -1.89 1.93 -0.59  0.26
8 H 2.58 0.22 1.20  0.25
9 C -0.53 0.16 0.01  -0.20
10 C -1.55 -0.86 -0.01  -0.18
11 N 0.69 -1.92 0.07  -0.39
12 C 1.98 0.17 0.08  -0.67
13 H 2.79 -0.53 -0.50  0.26
14 H -0.99 2.04 0.91  0.23
15 C -0.87 1.57 -0.07  -0.64

Results
Spin multiplicity: 1
Frontier orbital gap, eV: 7.2
LUMO energy, eV: -1.791
M, u: 125.196
SMILES: CC1=C(C)C(=S)C=N1
Total charge: 0
E_tot, eV: -18656.5431
Largest force on an atom, eV Å⁻¹: 6.0
Highest occupied orbital energy, hartree: -0.329
ΔE to the lowest compared entry with this formula, charge and spin, eV: 4.206